ORCA calculation (ωB97M-V/def2-TZVPD) on C15H23NO2 in the gas phase.

Results
Frontier orbital gap (eV): 9.227
Relative energy (zero: lowest compared OMol25 entry of this formula, charge and spin) (kcal/mol): 14.3
Lowest unoccupied orbital energy (hartree): 0.026

The geometry in XYZ format:
```
41
Properties=species:S:1:pos:R:3:nbo_charge:R:1
C -5.422 -0.472 0.195 -0.61
C -4.654 0.844 0.289 -0.21
C -5.291 1.887 -0.628 -0.60
C -3.178 0.665 -0.079 -0.40
C -2.410 -0.207 0.915 -0.23
N -1.000 -0.256 0.598 -0.61
C -0.380 -1.380 0.173 0.68
O -0.940 -2.452 0.091 -0.63
C 1.081 -1.164 -0.201 -0.50
C 1.854 -2.479 -0.150 -0.42
C 3.299 -2.363 -0.639 -0.06
O 4.104 -1.597 0.237 -0.50
C 4.238 -0.250 0.094 0.30
C 3.837 0.508 -1.002 -0.27
C 4.065 1.874 -1.020 -0.20
C 4.690 2.505 0.040 -0.25
C 5.098 1.752 1.131 -0.19
C 4.875 0.392 1.159 -0.26
H -5.044 -1.199 0.908 0.21
H -6.476 -0.307 0.405 0.21
H -5.333 -0.890 -0.805 0.20
H -4.711 1.210 1.321 0.19
H -5.247 1.556 -1.664 0.20
H -6.335 2.042 -0.363 0.21
H -4.774 2.841 -0.550 0.20
H -3.103 0.221 -1.074 0.20
H -2.702 1.650 -0.116 0.19
H -2.760 -1.240 0.880 0.24
H -2.539 0.182 1.931 0.19
H -0.496 0.617 0.601 0.39
H 1.097 -0.760 -1.218 0.22
H 1.530 -0.426 0.466 0.22
H 1.333 -3.217 -0.761 0.23
H 1.864 -2.844 0.878 0.21
H 3.757 -3.357 -0.632 0.20
H 3.337 -1.978 -1.663 0.17
H 3.352 0.054 -1.851 0.21
H 3.748 2.447 -1.879 0.21
H 4.860 3.570 0.016 0.21
H 5.590 2.230 1.964 0.21
H 5.188 -0.208 1.999 0.22
```

***

ORCA calculation (ωB97M-V/def2-TZVPD) on C5H11N3 in the gas phase at a distorted geometry.

Results
Frontier orbital gap (eV): 8.681
Relative energy (zero: lowest compared OMol25 entry of this formula, charge and spin) (kcal/mol): 81.6
Lowest unoccupied orbital energy (hartree): 0.027

The geometry in XYZ format:
```
19
Properties=species:S:1:pos:R:3:nbo_charge:R:1
H 1.369 2.627 0.618 0.36
N 0.548 1.955 0.343 -0.74
C 0.848 0.789 -0.077 0.45
C 2.213 0.137 -0.411 -0.29
N 2.024 -1.132 0.213 -0.87
N -0.089 -0.152 -0.373 -0.65
C -1.484 0.050 -0.215 0.15
C -2.118 1.236 -0.182 -0.49
C -2.156 -1.310 0.109 -0.65
H 2.152 0.151 -1.494 0.21
H 3.169 0.859 -0.210 0.18
H 1.940 -0.984 1.311 0.37
H 2.832 -1.929 0.222 0.38
H 0.321 -1.074 -0.482 0.44
H -3.206 1.409 0.390 0.22
H -1.360 2.119 -0.354 0.26
H -1.986 -2.071 -0.652 0.22
H -1.755 -1.581 1.288 0.22
H -3.263 -1.098 -0.045 0.23
```

***

ORCA calculation (ωB97M-V/def2-TZVPD) on a molecular structure, C40H44BrCrF5N2OS.

Results
Multiplicity: 5
Frontier orbital gap (alpha / beta) (eV): 5.966 / 5.933
Relative energy (zero: lowest compared OMol25 entry of this formula, charge and spin) (kcal/mol): 0.6
Lowest unoccupied orbital energy (alpha / beta) (hartree): -0.041 / -0.048

The geometry in XYZ format:
```
95
Properties=species:S:1:pos:R:3:lowdin_charge:R:1
Cr -1.150 0.061 0.649 0.49
C -4.150 -1.324 2.683 -0.03
C -4.248 0.155 2.919 -0.22
C -5.471 0.778 3.130 -0.03
C -5.543 2.142 3.371 -0.06
C -4.386 2.901 3.417 -0.04
C -3.139 2.318 3.211 -0.22
C -1.880 3.139 3.283 -0.01
C -3.100 0.949 2.952 -0.22
N -1.844 0.321 2.661 0.07
C -1.053 -0.018 3.603 -0.22
C -1.321 0.178 5.059 0.01
C 0.229 -0.681 3.173 -0.23
C 1.154 -1.212 4.219 0.01
N 0.423 -0.746 1.913 0.09
C 1.554 -1.449 1.385 -0.22
C 2.601 -0.700 0.850 -0.20
C 2.594 0.795 0.960 -0.01
C 3.644 -1.383 0.240 -0.02
C 3.642 -2.767 0.172 -0.07
C 2.604 -3.488 0.737 -0.04
C 1.542 -2.844 1.365 -0.24
C 0.447 -3.647 2.014 -0.06
H -5.142 -1.759 2.570 0.09
H -3.652 -1.828 3.517 0.08
H -3.585 -1.531 1.772 0.04
H -6.376 0.185 3.091 0.12
H -6.505 2.616 3.513 0.11
H -4.443 3.966 3.605 0.12
H -2.115 4.202 3.225 0.09
H -1.192 2.905 2.471 0.08
H -1.353 2.969 4.226 0.08
H -2.311 0.598 5.218 0.09
H -0.576 0.852 5.487 0.10
H -1.241 -0.770 5.594 0.10
H 1.402 -0.425 4.933 0.10
H 2.068 -1.595 3.774 0.09
H 0.669 -2.014 4.780 0.10
H 2.494 1.118 2.000 0.09
H 1.752 1.207 0.402 0.06
H 3.519 1.213 0.569 0.08
H 4.459 -0.817 -0.195 0.12
H 4.453 -3.287 -0.321 0.10
H 2.606 -4.570 0.689 0.12
H 0.357 -4.620 1.533 0.08
H -0.521 -3.153 1.944 0.05
H 0.665 -3.822 3.072 0.08
C 4.105 -2.071 -5.202 -0.07
C 3.174 -2.874 -4.292 -0.56
C 4.036 -3.737 -3.361 -0.05
C 2.318 -3.789 -5.179 -0.05
C 2.275 -1.970 -3.450 -0.18
C 1.261 -2.525 -2.675 -0.09
C 0.483 -1.708 -1.891 -0.52
Br -0.971 -2.494 -0.942 0.89
C 0.654 -0.311 -1.768 -0.37
O -0.032 0.377 -0.891 -0.29
C 1.608 0.265 -2.640 -0.08
C 2.397 -0.590 -3.415 0.01
C 1.795 1.776 -2.882 -0.52
C 1.497 2.055 -4.368 -0.05
C 0.869 2.697 -2.079 -0.06
C 3.244 2.190 -2.585 -0.04
H 4.694 -2.756 -5.815 0.08
H 4.802 -1.459 -4.625 0.08
H 3.545 -1.417 -5.873 0.09
H 4.682 -4.401 -3.940 0.08
H 3.414 -4.351 -2.705 0.08
H 4.666 -3.104 -2.732 0.08
H 2.958 -4.420 -5.800 0.08
H 1.677 -3.198 -5.836 0.09
H 1.678 -4.445 -4.589 0.07
H 1.066 -3.590 -2.679 0.10
H 3.141 -0.129 -4.051 0.09
H 0.471 1.770 -4.608 0.09
H 2.164 1.504 -5.031 0.07
H 1.616 3.121 -4.578 0.08
H -0.180 2.462 -2.247 0.09
H 1.051 3.726 -2.400 0.09
H 1.050 2.644 -1.008 0.06
H 3.965 1.629 -3.182 0.08
H 3.483 2.032 -1.533 0.06
H 3.380 3.251 -2.807 0.09
F -5.064 5.800 0.731 0.12
C -4.654 4.559 0.453 -0.15
C -3.306 4.271 0.365 -0.16
F -2.402 5.238 0.560 0.11
C -2.901 2.979 0.097 -0.24
F -1.572 2.749 0.057 0.05
C -3.787 1.923 -0.097 -0.51
S -3.273 0.290 -0.447 0.68
C -5.138 2.255 0.001 -0.25
F -6.069 1.309 -0.146 0.09
C -5.571 3.541 0.270 -0.16
F -6.876 3.803 0.381 0.12
```

***

ORCA calculation (ωB97M-V/def2-TZVPD) on 27 unconnected molecules or ions with the total composition C13H80N26O27 at a distorted geometry.

Results
Frontier orbital gap (eV): 9.285
Lowest unoccupied orbital energy (hartree): 0.005

The geometry in XYZ format:
```
146
Properties=species:S:1:pos:R:3:lowdin_charge:R:1
O 9.204 12.045 15.830 -0.05
H 8.365 11.540 15.837 0.03
H 8.949 12.884 16.183 -0.01
O 10.993 7.497 10.187 -0.06
H 11.264 7.269 9.297 0.05
H 11.612 7.078 10.775 -0.02
O 6.738 11.260 14.755 -0.06
H 7.190 10.448 14.375 0.04
H 5.877 10.974 14.902 0.02
O 15.654 9.932 24.543 -0.06
H 15.831 10.860 24.305 0.04
H 16.269 9.498 23.950 0.04
O 7.543 13.875 14.059 -0.06
H 6.737 14.077 13.534 0.07
H 7.302 13.126 14.597 -0.02
O 12.685 14.352 18.903 -0.08
H 12.502 13.850 19.723 0.05
H 13.116 13.629 18.382 0.01
O 7.209 6.676 14.289 -0.11
H 8.131 6.465 14.572 0.04
H 7.328 7.658 14.106 0.01
O 14.609 12.267 11.099 -0.06
H 13.670 12.155 10.949 -0.01
H 15.069 12.331 10.252 0.04
O 11.372 17.591 14.154 -0.10
H 10.823 17.400 13.339 0.07
H 12.038 16.901 14.243 -0.06
O 7.380 10.588 18.694 -0.05
H 6.572 10.680 19.210 0.05
H 7.564 9.638 18.643 0.00
O 12.259 6.601 12.398 -0.07
H 11.497 6.942 12.946 0.02
H 12.102 5.665 12.355 0.05
O 11.754 13.168 11.138 -0.09
H 11.096 13.540 10.562 0.03
H 11.613 13.357 12.107 0.01
O 10.864 13.883 13.623 -0.05
H 9.925 13.610 13.658 0.04
H 10.758 14.524 14.320 0.02
O 9.385 12.495 19.803 -0.07
H 8.583 11.965 19.590 0.02
H 9.403 13.118 19.093 -0.02
C 8.401 8.977 21.487 -0.67
O 7.217 8.743 21.263 -0.02
N 9.373 8.263 20.850 0.19
N 8.766 9.940 22.357 0.18
H 8.994 7.780 20.046 0.09
H 10.234 8.759 20.691 0.05
H 9.798 10.266 22.491 0.12
H 8.019 10.467 22.724 0.09
C 6.634 7.315 17.907 -0.64
O 7.810 7.721 17.692 -0.05
N 6.132 7.459 19.153 0.16
N 5.896 6.832 16.895 0.18
H 5.124 7.386 19.216 0.10
H 6.641 7.887 19.941 0.04
H 6.387 6.737 16.028 0.05
H 4.938 6.589 17.085 0.11
C 13.698 15.079 14.075 -0.64
O 13.116 15.856 14.758 0.03
N 13.734 15.315 12.742 0.21
N 14.513 14.094 14.665 0.21
H 14.125 14.592 12.157 0.09
H 13.187 16.021 12.390 0.08
H 14.388 13.870 15.615 0.06
H 14.941 13.477 14.025 0.08
C 9.609 15.467 17.112 -0.58
O 9.097 14.454 17.629 -0.02
N 9.311 15.905 15.848 0.17
N 10.588 16.143 17.838 0.18
H 8.579 15.430 15.326 0.08
H 9.983 16.535 15.399 0.07
H 11.079 16.867 17.347 0.09
H 11.144 15.589 18.407 0.02
C 15.203 13.809 21.482 -0.66
O 15.083 13.525 22.664 0.00
N 15.471 12.797 20.576 0.19
N 15.342 15.049 20.947 0.16
H 15.152 11.921 20.783 0.06
H 15.954 13.057 19.701 0.10
H 14.900 15.039 20.022 0.09
H 14.780 15.652 21.578 0.12
C 17.368 15.610 17.311 -0.62
O 17.114 14.508 17.768 0.01
N 18.247 16.464 17.949 0.17
N 16.754 16.119 16.212 0.19
H 18.491 17.435 17.875 0.10
H 18.803 16.010 18.568 0.05
H 15.944 15.699 15.808 0.07
H 16.926 16.997 15.823 0.08
C 15.036 11.584 17.292 -0.60
O 14.201 12.465 17.493 -0.05
N 16.331 11.923 16.880 0.17
N 14.804 10.232 17.492 0.21
H 16.985 11.131 16.742 0.10
H 16.736 12.846 16.958 0.04
H 13.880 9.963 17.592 0.01
H 15.377 9.616 16.891 0.11
C 12.441 10.824 14.589 -0.60
O 13.513 10.201 14.469 -0.05
N 12.134 11.567 15.665 0.21
N 11.430 10.677 13.615 0.17
H 11.207 11.974 15.765 0.07
H 12.838 11.652 16.378 0.05
H 11.781 10.101 12.832 0.11
H 10.453 10.850 13.695 0.06
C 16.725 8.753 14.618 -0.68
O 17.589 9.083 15.416 -0.01
N 16.231 7.465 14.531 0.16
N 16.086 9.731 13.899 0.14
H 15.624 7.323 13.768 0.07
H 16.858 6.700 14.688 0.10
H 15.072 9.735 13.799 0.04
H 16.538 10.645 14.054 0.11
C 8.324 9.074 12.270 -0.55
O 7.629 9.136 13.329 -0.07
N 8.578 7.876 11.671 0.19
N 8.671 10.286 11.673 0.18
H 9.363 7.733 10.993 0.08
H 8.158 7.121 12.171 0.08
H 8.302 11.120 12.069 0.09
H 9.249 10.299 10.850 0.10
C 12.202 11.678 23.004 -0.65
O 11.869 10.553 22.637 -0.02
N 11.483 12.824 22.730 0.16
N 13.218 11.968 23.815 0.16
H 11.789 13.638 23.224 0.09
H 10.587 12.768 22.232 0.10
H 13.890 11.260 24.187 0.10
H 13.597 12.914 23.644 0.07
C 12.015 9.420 19.002 -0.69
O 12.329 8.821 17.962 -0.02
N 12.623 9.257 20.150 0.18
N 10.965 10.235 19.180 0.18
H 13.169 8.464 20.360 0.11
H 12.403 9.821 20.999 0.08
H 10.885 10.792 20.006 0.07
H 10.513 10.590 18.344 0.11
C 10.698 7.706 15.194 -0.60
O 10.165 7.300 14.098 -0.06
N 12.061 7.622 15.352 0.18
N 10.014 8.199 16.183 0.22
H 12.667 7.691 14.537 0.08
H 12.623 7.752 16.178 0.07
H 9.057 7.934 16.146 0.06
H 10.425 8.119 17.067 0.07
```